1.
Below is one molecule with the formula C4H8OS at a distorted geometry, with properties calculated with ωB97M-V with the def2-TZVPD basis set.

Relative energy (zero: lowest compared OMol25 entry of this formula, charge and spin) = 3.7490 eV

XYZ file:
```
14
Properties=species:S:1:pos:R:3:lowdin_charge:R:1
C -1.30207 -0.60311 -0.99829 -0.5046
C -0.10605 0.26213 -1.35393 -0.2405
C 0.38995 -0.25726 0.93436 -0.5075
C 0.71920 0.90998 1.86588 -0.1903
O 0.83344 -0.18314 -2.25173 -0.0200
S -1.35556 -0.74960 0.78856 0.8055
H -2.19847 -0.30981 -1.45818 0.0473
H -1.05541 -1.61865 -1.38589 0.0766
H -0.10220 1.33531 -1.09937 0.1220
H 1.15942 -1.02538 0.72227 0.0617
H -0.09431 1.65413 1.58805 0.0753
H 1.78680 1.22785 1.92266 0.0731
H 0.55589 0.54360 2.92178 0.0717
H 0.76938 -1.18606 -2.19618 0.1297
```

---

2.
Below is a 3-piece molecular cluster, C4H13NO2 overall at a distorted geometry, with properties calculated with ωB97M-V with the def2-TZVPD basis set.

Relative energy (zero: lowest compared OMol25 entry of this formula, charge and spin) = 1.8322 eV
SMILES = C=CCCN.O.O

XYZ file:
```
20
Properties=species:S:1:pos:R:3:lowdin_charge:R:1
C -0.96010 -1.63156 -0.08471 -0.2595
C 0.16105 -0.55299 0.22431 -0.2324
C 0.91315 -0.10893 -1.05880 -0.2044
C 0.82413 1.08360 -1.65355 -0.0214
N -1.40780 -2.22611 1.25435 -0.0308
H -1.78197 -1.05390 -0.59030 0.0948
H -0.43233 -2.40256 -0.69098 0.1077
H -0.31881 0.34849 0.65791 0.0754
H 0.87869 -0.82943 1.04606 0.1135
H 1.60436 -0.88305 -1.39920 0.0931
H 0.25139 1.91929 -1.22237 0.0508
H 1.53322 1.38871 -2.49339 0.0767
H -2.02536 -3.03276 1.07594 0.0568
H -2.00847 -1.43073 1.58127 0.0707
H -2.75735 0.99707 -0.50610 0.0663
H -2.26405 2.46073 0.12324 0.0851
O -2.40502 1.46842 0.31401 -0.1259
H 2.70442 1.47974 0.81561 0.0180
H 3.90973 1.14294 1.58961 0.0427
O 3.58110 1.86304 1.01710 -0.0774
```

---

Q: Among the records above, which one has the lowest relative energy (zero: lowest compared OMol25 entry of this formula, charge and spin)?
A: C4H13NO2